(1)
# C4H9N3O

A cluster of 2 separate species, C4H9N3O in total at a distorted geometry (ωB97M-V/def2-TZVPD, OMol25).

## Properties
SMILES: [H]/N=C(\N)NC.C=C=O
Gap between HOMO and LUMO (eV): 8.564
LUMO (eV): 0.62
Energy (Ha): -397.22326
Highest occupied orbital energy (hartree): -0.2919

XYZ file:
```
17
C4H9N3O | OMol25 | ωB97M-V/def2-TZVPD
H 1.383 -0.674 -2.446
N 1.526 -0.346 -1.496
C 0.424 -0.011 -0.928
N -0.704 0.475 -1.594
N 0.671 0.479 0.483
C -0.144 1.487 1.142
H -1.482 0.862 -1.086
H -0.517 0.931 -2.476
H 1.671 0.495 0.650
H 0.267 1.699 2.127
H -1.163 1.107 1.251
H -0.194 2.410 0.561
C -0.610 -1.826 0.263
C 0.226 -1.337 1.230
O 0.979 -1.594 2.103
H -1.484 -1.278 -0.056
H -0.849 -2.878 0.272
```

Atomic partial charges in e from the natural (NBO) method, atoms 1 to 6: 0.35 -0.74 0.63 -0.88 -0.61 -0.42

(2)
# C4H9N3O

The molecule C4H9N3O at a distorted geometry (ωB97M-V/def2-TZVPD, OMol25).

## Properties
SMILES: C=C(C)NC(=O)NN
Gap between HOMO and LUMO (eV): 9.680
LUMO (eV): 0.76
Energy (Ha): -397.27956
Highest occupied orbital energy (hartree): -0.3276

XYZ file:
```
17
C4H9N3O | OMol25 | ωB97M-V/def2-TZVPD
C 0.176 -1.756 -1.327
C 0.487 -0.644 -0.643
C 0.926 0.606 -1.351
N 0.764 -0.770 0.736
C 0.157 -0.101 1.741
O 0.372 -0.417 2.910
N -0.953 0.665 1.457
N -1.278 1.456 0.354
H 0.004 -2.704 -0.828
H 0.186 -1.767 -2.411
H 1.092 1.446 -0.672
H 0.194 0.906 -2.107
H 1.884 0.429 -1.854
H 1.129 -1.651 1.077
H -1.544 0.769 2.282
H -2.159 1.119 -0.036
H -1.438 2.415 0.670
```

Atomic partial charges in e from the natural (NBO) method, atoms 1 to 6: -0.44 0.18 -0.65 -0.65 0.77 -0.65

(3)
# C4H9N3O

The molecule C4H9N3O at a distorted geometry (ωB97M-V/def2-TZVPD, OMol25).

## Properties
SMILES: C=CCON/C=N/N
Gap between HOMO and LUMO (eV): 9.428
LUMO (eV): 1.07
Energy (Ha): -397.17954
Highest occupied orbital energy (hartree): -0.3071

XYZ file:
```
17
C4H9N3O | OMol25 | ωB97M-V/def2-TZVPD
C -2.730 -0.863 -0.553
C -2.078 -0.715 0.613
C -1.345 0.534 1.006
O -0.904 1.190 -0.187
N 0.102 0.468 -0.881
C 1.358 0.477 -0.321
N 2.002 -0.618 -0.190
N 3.350 -0.463 0.240
H -3.213 -1.786 -0.843
H -2.946 -0.050 -1.256
H -2.008 -1.574 1.257
H -0.502 0.369 1.677
H -2.026 1.233 1.519
H -0.191 -0.456 -1.104
H 1.709 1.467 0.047
H 3.608 -1.361 0.638
H 3.386 0.327 0.906
```

Atomic partial charges in e from the natural (NBO) method, atoms 1 to 6: -0.39 -0.22 -0.13 -0.38 -0.33 0.17

(4)
# C4H9N3O

A cluster of 2 separate species, C4H9N3O in total at a distorted geometry (ωB97M-V/def2-TZVPD, OMol25).

## Properties
SMILES: [H]/N=N/[C@@H](O)C=C.C=N
Gap between HOMO and LUMO (eV): 10.349
LUMO (eV): 0.60
Energy (Ha): -397.21075
Highest occupied orbital energy (hartree): -0.3583

XYZ file:
```
17
C4H9N3O | OMol25 | ωB97M-V/def2-TZVPD
H -2.116 -1.436 -1.126
N -1.418 -1.550 -0.384
N -1.382 -0.532 0.326
C -0.404 -0.611 1.389
O 0.314 -1.795 1.422
C 0.456 0.625 1.241
C 1.750 0.569 0.958
H -0.994 -0.493 2.315
H -0.006 -2.315 0.664
H -0.084 1.554 1.340
H 2.251 -0.379 0.866
H 2.342 1.460 0.847
C -0.455 1.183 -2.105
N 0.305 0.192 -2.049
H -1.307 1.139 -2.767
H -0.344 2.107 -1.527
H 1.092 0.281 -1.410
```

Atomic partial charges in e from the natural (NBO) method, atoms 1 to 6: 0.34 -0.36 -0.12 0.15 -0.72 -0.20